This record from the Open Molecules 2025 dataset describes a 2-piece molecular cluster, C13H20F5NO6S overall in a non-equilibrium geometry. The level of theory is ωB97M-V with the def2-TZVPD basis set.

Each line ends with the natural charge from an NBO analysis.
Geometry (Å):
H: -1.974 -1.168 2.285  0.25
H: -0.273 3.001 3.852  0.18
H: 1.279 4.296 1.173  0.23
H: 0.306 -1.634 -4.308  0.21
O: -1.984 1.989 3.301  -0.52
F: 1.212 -0.188 -0.894  -0.28
C: -1.051 3.047 3.081  -0.07
H: 4.262 0.683 0.748  0.17
O: -3.027 -2.958 -1.891  -0.87
C: 0.240 -1.882 -3.248  -0.65
H: 1.363 1.784 0.289  0.23
F: -1.397 -4.380 -3.596  -0.35
O: 0.438 -0.795 1.085  -0.43
H: 1.506 0.769 2.645  0.33
C: -2.377 -0.160 2.351  -0.73
S: 3.520 -0.019 1.637  0.90
N: 2.673 -1.099 0.610  -0.69
H: 1.404 3.530 2.755  0.20
H: -1.606 3.972 3.256  0.21
H: -3.353 -0.148 2.850  0.26
O: -2.178 -1.266 -3.277  -0.59
H: -1.117 -1.612 -1.568  0.17
H: 1.147 -1.528 -2.756  0.15
C: -2.952 -2.533 -3.106  0.33
C: 1.302 -0.708 0.319  0.97
O: -0.334 0.486 3.466  -0.64
F: 2.903 -2.460 -1.141  -0.25
H: -0.587 2.082 1.179  0.22
C: -2.412 -3.630 -4.077  0.91
C: -1.451 0.752 3.086  0.84
H: -3.900 -2.232 -3.614  0.09
H: 0.225 -2.965 -3.154  0.23
O: 4.545 -1.028 -0.732  -0.52
C: 3.488 -1.488 -0.500  0.99
C: 1.081 3.372 1.721  -0.39
H: -0.935 3.796 1.069  0.23
H: 2.844 2.723 0.639  0.22
H: -0.738 -0.150 -2.492  0.14
C: 2.356 1.267 2.158  -0.58
F: -1.984 -3.149 -5.279  -0.36
H: -2.557 0.262 1.354  0.26
C: -0.428 3.043 1.678  -0.45
C: 1.946 2.268 1.073  -0.42
F: -3.409 -4.497 -4.365  -0.35
H: 2.953 1.775 2.929  0.27
C: -0.971 -1.221 -2.588  -0.07

As for the net charge: 0. For the HOMO energy, the calculation gives -5.722 eV. The calculation puts the frontier orbital gap at 3.300 eV. The multiplicity is 1.